--- A ---
C32H46As3N4O6PbSe | ωB97M-V/def2-TZVPD

As for the total charge: +1. The gap between HOMO and LUMO (spin up / spin down) is 3.003 / 3.004 eV. As for the highest occupied orbital energy (spin up / spin down): -7.9 / -7.9 eV.

Atoms and positions in Å:
Pb -0.608 -0.804 -0.359
Se 0.187 3.026 0.716
As -2.368 0.068 1.848
As -3.311 -5.068 3.046
As -0.077 -2.719 1.656
O -1.638 3.957 -0.256
O 0.899 0.504 0.931
O 1.440 -4.263 -2.781
O -2.048 1.788 -0.457
O -0.135 -3.093 -1.716
O 2.867 1.502 0.913
N -0.972 -4.721 -5.288
N 1.781 4.628 2.392
N 1.737 -1.358 -0.783
N 0.765 5.919 0.965
C -2.264 -2.343 3.749
C 0.685 1.076 -2.427
C -0.464 -2.327 -4.580
C -4.176 -0.242 1.133
C -2.710 1.830 2.671
C 0.884 -1.927 -4.570
C -1.075 -0.304 -3.433
C 2.647 -0.511 -0.317
C 0.304 0.035 -3.251
C 1.610 6.698 1.704
C -2.327 2.969 -0.609
C 0.884 4.642 1.382
C -4.264 -5.371 1.354
C 3.439 -2.475 -2.040
C 4.386 -1.598 -1.550
C 2.110 -2.324 -1.633
C -0.802 -2.728 3.513
C 1.802 -2.869 2.208
C -1.441 -1.471 -4.039
C -0.785 -3.618 -5.022
C 1.266 -0.802 -3.891
C 3.987 -0.598 -0.665
C 2.250 5.893 2.588
C 2.123 0.588 0.585
C -0.354 -4.591 1.123
C -2.494 -0.833 3.626
C 2.179 3.466 3.135
C -3.182 -3.092 2.786
C 1.033 -3.240 -2.050
C -4.933 -5.129 4.171
C -2.603 -2.730 5.195
C -0.140 6.421 -0.033
H 2.664 2.739 2.474
H -1.844 2.103 3.274
H 0.019 5.906 -0.979
H -1.992 -2.161 5.894
H -4.206 -1.141 0.519
H 3.696 -3.259 -2.735
H -0.496 -5.248 1.985
H -0.153 -2.066 4.096
H -1.176 6.255 0.265
H -5.399 -6.108 4.056
H -0.041 1.776 -2.050
H -4.703 -4.997 5.226
H -3.288 3.247 -1.105
H 1.929 -3.662 2.949
H -1.824 0.384 -3.072
H 5.420 -1.674 -1.856
H 1.620 -2.540 -5.072
H 3.004 6.127 3.311
H 0.519 -4.927 0.563
H -3.590 1.785 3.317
H -2.410 -3.794 5.349
H 1.723 1.323 -2.274
H -4.424 0.607 0.499
H -0.662 -3.751 3.887
H 2.426 -3.090 1.344
H -5.653 -4.371 3.867
H 2.131 -1.922 2.633
H 2.305 -0.510 -3.851
H -2.822 -2.919 1.759
H -3.652 -2.529 5.404
H 1.301 2.985 3.576
H -4.642 -6.391 1.317
H -1.762 -0.308 4.252
H -3.609 -5.226 0.496
H 1.708 7.754 1.555
H -4.194 -2.681 2.860
H 4.678 0.114 -0.244
H 2.869 3.770 3.921
H -2.482 -1.751 -4.115
H -4.921 -0.326 1.922
H -5.109 -4.689 1.268
H -3.487 -0.607 4.033
H 0.034 7.487 -0.167
H 0.695 -4.810 -3.092
H -2.864 2.593 1.913
H -1.221 -4.662 0.468

***

--- B ---
C32H46As3N4O6PbSe | ωB97M-V/def2-TZVPD

As for the total charge: +1. The gap between HOMO and LUMO is 6.666 eV. As for the highest occupied orbital energy: -10.1 eV.

Atoms and positions in Å:
Pb -0.718 -0.232 0.488
Se -1.185 3.501 -0.533
As -0.845 -2.015 3.003
As 1.512 -1.923 0.145
As 0.572 -7.136 1.326
O 0.827 0.957 -1.452
O 2.432 2.343 -0.228
O 0.634 2.004 -3.436
O -2.543 -3.860 -1.308
O 1.320 1.353 1.453
O -1.703 -2.312 0.075
N 0.601 4.667 1.402
N 1.305 4.983 -0.617
N -0.977 -0.798 -2.022
N 0.495 8.648 -2.273
C 1.415 -6.889 -0.434
C -3.202 4.701 -2.057
C -1.223 6.721 -2.148
C -1.221 -6.505 0.838
C -0.298 7.817 -2.237
C -0.167 4.168 2.542
C -1.642 6.039 -3.375
C 1.131 -4.146 2.214
C -2.035 -2.779 -1.079
C 2.133 -3.410 3.109
C 1.504 4.854 -2.061
C -1.712 -1.875 -2.269
C -2.583 5.090 -3.324
C 2.274 1.999 0.979
C -2.111 -2.205 -3.560
C -0.952 -0.257 -4.338
C -0.352 -1.748 4.874
C -2.750 -2.348 3.226
C 3.261 -1.301 0.709
C -4.349 4.024 -1.996
C -2.454 5.081 -0.816
C 0.356 1.109 -2.676
C -0.582 -0.017 -3.029
C 1.775 5.369 1.490
C 1.874 -2.314 -1.722
C 1.354 -3.778 0.743
C 2.212 5.568 0.222
C -0.307 -3.868 2.678
C -1.635 6.308 -0.941
C 0.329 4.428 0.110
C 1.408 -5.658 2.369
C -1.738 -1.374 -4.601
H 2.194 5.666 2.434
H -0.610 0.407 -5.119
H -4.812 3.778 -1.048
H 2.279 -4.246 0.393
H -1.022 -4.229 1.942
H -0.598 -2.639 5.452
H -1.222 4.385 2.399
H 3.545 -0.477 0.054
H 1.981 -2.327 3.083
H 0.190 4.674 3.434
H 0.539 -4.176 0.135
H 2.498 -6.824 -0.319
H -0.913 -0.902 5.269
H 2.031 -3.736 4.147
H -2.692 -3.103 -3.708
H -0.496 -4.402 3.614
H -1.658 -7.288 0.218
H 2.291 4.123 -2.232
H 1.051 -6.013 -0.970
H -3.163 -2.633 2.261
H -3.242 -1.444 3.584
H -1.244 -5.575 0.270
H 3.226 -0.942 1.734
H -1.325 6.830 -0.044
H -4.859 3.707 -2.896
H -2.039 -1.599 -5.616
H -1.209 6.354 -4.314
H 0.710 -1.537 4.968
H -2.944 4.627 -4.233
H 3.990 -2.106 0.618
H 2.477 -5.836 2.208
H -1.840 -6.405 1.728
H 2.743 -2.968 -1.784
H -0.014 3.094 2.631
H 2.074 -1.388 -2.258
H 1.222 -5.928 3.412
H 1.015 -2.814 -2.166
H -3.093 5.089 0.062
H -2.909 -3.150 3.947
H 3.074 2.321 1.672
H 1.196 -7.775 -1.029
H 1.781 5.826 -2.462
H 0.590 4.494 -2.521
H 3.159 -3.612 2.794
H 1.517 1.658 -1.057
H 3.090 6.065 -0.149

***

Energies, relative to the best one, in hartree: A 0.1040; B 0.0000.

***

--- A ---
C3H17NO4 | ωB97M-V/def2-TZVPD

The gap between HOMO and LUMO is 9.474 eV. As for the highest occupied orbital energy: -9.2 eV. Its SMILES is CN(C)C.O.O.O.O.

Atoms and positions in Å:
O -0.221 2.532 -3.317
O 1.864 2.077 -1.248
O 1.255 2.319 1.474
O -0.742 -4.557 -1.021
N -0.502 -1.034 0.563
C -0.971 -0.108 -0.461
C 0.922 -0.826 0.819
C -1.248 -0.867 1.810
H -1.195 0.191 2.117
H -2.059 -0.191 -0.516
H 0.425 2.118 -2.726
H -0.896 -3.631 -1.269
H -0.826 -1.560 2.534
H 2.101 1.173 -1.472
H 1.134 -0.184 1.671
H -0.757 0.935 -0.221
H -0.743 3.070 -2.714
H -0.667 -0.464 -1.444
H -0.564 -4.523 -0.076
H 0.664 1.703 1.919
H 1.424 -1.764 1.079
H 1.371 -0.516 -0.120
H 0.736 3.092 1.219
H -2.297 -1.133 1.683
H 1.791 2.151 -0.280

***

--- B ---
C3H17NO4 | ωB97M-V/def2-TZVPD

The gap between HOMO and LUMO is 10.603 eV. As for the highest occupied orbital energy: -10.1 eV. Its SMILES is CC(C)N.O.O.O.O.

Atoms and positions in Å:
O -0.119 -1.509 -3.728
O -0.977 2.604 1.051
O -0.258 0.645 -2.039
O -1.951 3.121 -1.278
N 0.074 -1.242 -0.035
C 2.029 -1.643 1.430
C 0.547 -1.358 1.356
C 0.113 -0.115 2.105
H -1.141 0.577 -1.660
H -0.003 -2.155 1.876
H -1.823 2.850 -2.195
H -0.926 0.157 1.954
H 0.830 -1.557 -3.586
H 2.532 -1.340 0.511
H -1.283 1.696 0.934
H 0.270 -2.071 -0.583
H 2.242 -2.718 1.441
H 0.675 0.779 1.837
H -1.723 3.141 0.757
H 0.306 0.216 -1.355
H -1.071 2.968 -0.892
H 2.514 -1.232 2.312
H -0.369 -0.623 -3.390
H -0.922 -1.073 0.029
H 0.435 -0.117 3.148

***

Energies, relative to the best one, in hartree: A 0.0230; B 0.0000.

***

--- A ---
C3H17NO4 | ωB97M-V/def2-TZVPD

The gap between HOMO and LUMO is 8.857 eV. As for the highest occupied orbital energy: -8.8 eV. Its SMILES is CCNC.O.O.O.O.

Atoms and positions in Å:
O 2.340 -0.058 -1.026
O 1.470 3.339 0.240
O -0.015 -1.664 2.581
O 1.573 -2.182 0.557
N -0.482 0.627 -0.215
C -0.391 0.661 -1.673
C -1.868 0.507 0.321
C -2.540 -0.768 -0.047
H -0.198 1.636 -2.083
H 0.930 -1.971 2.352
H 2.701 -0.945 -1.256
H 0.108 -0.056 0.226
H -1.302 0.353 -2.254
H -1.871 -1.487 0.477
H 0.457 -0.104 -1.904
H -2.432 -0.689 -1.115
H 3.035 0.528 -0.619
H 0.988 -1.716 -0.023
H 0.190 -1.371 3.522
H 0.910 2.426 0.196
H -3.554 -0.726 0.278
H 2.340 -1.500 0.612
H -2.505 1.396 0.013
H -1.857 0.594 1.398
H 1.970 3.172 -0.558

***

--- B ---
C3H17NO4 | ωB97M-V/def2-TZVPD

The gap between HOMO and LUMO is 8.458 eV. As for the highest occupied orbital energy: -8.2 eV. Its SMILES is CCNC.O.O.O.O.

Atoms and positions in Å:
O 0.605 -0.155 0.936
O 4.395 -3.267 2.103
O 3.202 -1.548 0.099
O -3.709 -1.933 2.105
N -1.667 1.235 -2.151
C -0.459 2.981 -0.935
C -2.389 0.801 -0.986
C -0.380 1.893 -1.963
H -0.525 2.476 0.046
H -1.688 0.485 -2.805
H -3.182 -1.178 2.340
H 0.002 2.224 -2.928
H 3.866 -1.528 -0.571
H -1.482 3.368 -0.797
H 0.355 1.190 -1.533
H -1.915 0.036 -0.346
H 0.631 -0.609 0.059
H 3.289 -2.341 0.663
H 1.360 -0.652 1.281
H -3.311 -2.765 2.349
H 5.052 -2.959 2.729
H -3.428 0.558 -1.221
H 0.295 3.752 -0.960
H 3.708 -3.603 2.693
H -2.625 1.539 -0.204

***

--- C ---
C3H17NO4 | ωB97M-V/def2-TZVPD

The gap between HOMO and LUMO is 10.111 eV. As for the highest occupied orbital energy: -9.7 eV. Its SMILES is CCCN.O.O.O.O.

Atoms and positions in Å:
O -1.488 -1.155 2.371
O 1.714 -2.144 -1.617
O 0.997 -0.352 1.726
O -0.503 -2.764 0.373
N -0.943 0.391 -0.373
C -0.731 1.782 0.010
C 1.025 2.362 -1.644
C -0.365 2.766 -1.133
H -0.654 -0.697 2.549
H 1.013 1.451 -2.239
H 1.785 -0.856 1.959
H 0.006 1.808 0.818
H 1.215 -2.288 -0.799
H -1.558 0.339 -1.182
H 1.273 3.125 -2.391
H 0.241 -3.124 0.869
H -1.090 -2.570 1.132
H -1.634 -0.822 1.469
H 1.049 -0.293 0.769
H -1.580 2.166 0.592
H 1.347 -2.869 -2.137
H -0.424 3.751 -0.675
H -0.083 0.025 -0.766
H 1.813 2.256 -0.905
H -1.137 2.689 -1.896

***

Energies, relative to the best one, in hartree: A 0.0600; B 0.0396; C 0.0000.

***

--- A ---
C2H6IN3S | ωB97M-V/def2-TZVPD

The gap between HOMO and LUMO is 8.490 eV. As for the highest occupied orbital energy: -8.7 eV. Its SMILES is [H]/N=N/[C@@H](NI)SC.

Atoms and positions in Å:
I 3.225 -0.144 -0.058
S -1.300 -0.496 -0.999
N 1.294 -0.748 -0.534
N 0.628 1.455 0.374
N -0.320 2.236 0.274
C -1.368 -1.150 0.710
C 0.358 0.277 -0.865
H 1.338 -1.462 -1.237
H -1.727 -0.417 1.488
H 0.402 0.906 -1.809
H -0.267 -1.363 0.981
H -1.947 -2.116 0.726
H -0.315 3.022 0.949

***

--- B ---
C2H6IN3S | ωB97M-V/def2-TZVPD

The gap between HOMO and LUMO is 7.253 eV. As for the highest occupied orbital energy: -8.0 eV.

Atoms and positions in Å:
I -3.231 -0.031 -0.192
S 1.577 1.091 -0.496
N -0.248 -0.788 -0.240
N -2.563 1.403 0.876
N -1.408 -1.378 -0.406
C -0.006 0.398 -0.617
C 2.485 -0.274 0.275
H 2.701 -1.029 -0.473
H 3.402 0.140 0.678
H -1.520 -2.121 0.280
H 1.866 -0.686 1.065
H -0.740 1.078 -1.036
H -2.315 2.198 0.287

***

Energies, relative to the best one, in hartree: A 0.0000; B 0.0665.